Entry from OMol25: a structure of composition C60H43I4LiN11 in a non-equilibrium geometry (ωB97M-V/def2-TZVPD).

```
119
Properties=species:S:1:pos:R:3:forces:R:3:lowdin_charge:R:1
Li 0.479 -0.498 -0.212 0.238 -0.244 0.169 0.56
I -7.972 -2.673 3.112 -0.437 0.033 0.111 0.82
C -6.205 -2.465 2.027 -0.752 -0.673 0.255 -0.75
C -5.760 -3.578 1.331 0.737 0.333 -0.019 -0.16
C -4.492 -3.530 0.747 -0.447 -0.453 -0.409 -0.02
C -3.752 -2.371 0.910 0.743 0.740 0.030 -0.23
C -4.240 -1.236 1.586 -1.437 -1.874 -0.027 0.00
C -5.509 -1.287 2.153 0.946 0.070 -0.262 -0.15
C -2.365 -2.171 0.420 0.241 0.087 -1.063 -0.10
C -2.245 -1.513 -0.838 -1.752 -0.467 0.299 -0.26
C -3.458 -1.171 -1.589 0.883 0.131 -0.230 -0.02
C -3.041 -0.407 -2.614 0.366 0.377 -0.610 -0.01
C -1.575 -0.234 -2.474 -0.729 -0.134 0.304 -0.21
C -0.818 0.788 -3.077 -0.475 -1.232 0.925 -0.08
C -1.434 1.448 -4.218 -0.495 -0.333 -1.619 -0.22
C -1.769 2.788 -4.187 0.813 0.664 0.705 -0.03
C -2.336 3.458 -5.252 -0.247 0.096 -0.001 -0.16
C -2.645 2.726 -6.380 0.379 -1.070 -0.040 -0.77
I -3.854 3.583 -7.822 -0.110 0.212 -0.462 0.83
C -2.267 1.367 -6.506 -1.047 0.491 0.567 -0.14
C -1.695 0.725 -5.400 0.348 0.230 -0.364 -0.01
C 0.397 1.312 -2.604 0.224 1.010 -0.527 -0.28
N 0.934 1.054 -1.406 1.181 -0.066 1.010 0.07
C 2.048 1.860 -1.278 -0.539 -1.448 1.707 -0.23
C 2.944 1.905 -0.115 -0.698 0.201 -2.079 -0.06
C 3.945 3.013 -0.075 0.165 -0.696 0.111 -0.22
C 5.287 2.814 -0.417 -0.379 -0.299 -0.143 -0.01
C 6.205 3.836 -0.246 -0.525 -0.541 -0.413 -0.16
C 5.766 5.073 0.144 -0.221 -0.062 -0.187 -0.81
I 6.948 6.712 -0.116 0.902 0.829 0.085 0.89
C 4.460 5.289 0.477 -0.536 0.293 0.540 -0.16
C 3.562 4.228 0.436 0.091 1.010 -0.051 -0.01
C 2.979 1.006 0.911 -0.171 0.059 0.643 -0.29
C 3.861 1.109 2.065 0.177 -0.258 0.630 -0.01
C 3.571 0.066 2.889 -0.065 -0.184 -1.074 0.00
C 2.499 -0.671 2.204 -0.021 0.320 -0.581 -0.25
N 2.151 -0.059 1.049 -0.137 -0.853 0.364 0.09
C 1.846 -1.780 2.764 -0.179 0.400 -0.166 -0.10
C 0.572 -2.212 2.367 -0.545 -0.555 0.561 -0.22
C -0.379 -2.913 3.314 0.209 0.381 -1.851 0.01
C -1.542 -2.941 2.641 -0.615 -0.397 0.670 -0.02
C -1.357 -2.336 1.320 0.822 -0.474 1.235 -0.26
N -0.061 -1.936 1.206 0.368 0.442 0.005 0.08
C 2.314 -2.266 4.093 -0.825 0.230 -0.640 -0.23
C 1.657 -1.734 5.190 -0.410 0.151 1.523 -0.05
C 1.751 -2.373 6.418 -0.458 0.539 0.939 -0.16
C 2.529 -3.494 6.558 0.027 -0.699 0.360 -0.74
I 2.409 -4.687 8.293 0.080 0.272 -0.024 0.80
C 3.241 -3.989 5.497 0.903 -1.221 -1.177 -0.17
C 3.134 -3.377 4.241 -0.075 -0.103 0.321 -0.01
C 2.194 2.615 -2.441 1.134 1.936 -1.166 -0.06
C 1.160 2.346 -3.299 0.088 -0.880 0.255 -0.01
N -1.174 -1.011 -1.405 1.231 1.096 -0.157 0.08
H -6.330 -4.488 1.292 -0.300 -0.104 -0.018 0.08
H -4.144 -4.408 0.140 -0.074 1.100 0.788 0.14
H -3.631 -0.384 1.696 0.679 0.842 -0.045 0.11
H -5.885 -0.456 2.724 -0.217 0.106 0.082 0.09
H -4.480 -1.404 -1.378 -0.233 -0.249 0.201 0.10
H -3.725 0.015 -3.345 0.453 0.161 -0.016 0.11
H -1.470 3.349 -3.301 -0.272 -0.085 -0.086 0.13
H -2.565 4.523 -5.171 -0.012 -0.399 -0.071 0.10
H -2.628 0.819 -7.386 0.547 0.126 0.348 0.09
H -1.370 -0.323 -5.470 -0.364 0.408 0.076 0.11
H 5.549 1.855 -0.871 0.183 0.274 0.356 0.13
H 7.223 3.729 -0.493 1.061 -0.377 -0.374 0.07
H 4.211 6.301 0.783 -0.488 -0.262 0.019 0.08
H 2.551 4.381 0.758 -0.418 -0.001 0.041 0.12
H 4.571 1.904 2.224 0.100 -0.039 0.041 0.10
H 4.031 -0.284 3.802 0.045 0.354 0.030 0.10
H -0.225 -3.327 4.286 0.314 0.001 0.336 0.09
H -2.470 -3.352 3.047 0.256 0.169 -0.325 0.11
H 0.946 -0.889 5.190 0.649 -0.449 -0.716 0.14
H 1.168 -2.036 7.287 0.237 0.008 -0.523 0.10
H 3.799 -4.953 5.568 -0.429 0.985 0.085 0.10
H 3.584 -3.820 3.347 -0.071 0.149 0.408 0.13
H 3.034 3.320 -2.573 -0.661 -0.388 -0.151 0.11
H 0.987 2.682 -4.320 0.131 0.059 0.443 0.10
C 4.920 -3.204 -1.793 -0.736 0.001 -0.045 -0.06
C 3.946 -2.611 -1.010 0.747 1.350 1.229 -0.15
N 2.761 -3.137 -0.772 -0.227 -0.671 -0.058 0.11
C 2.502 -4.307 -1.357 -0.741 0.346 0.070 -0.09
C 3.341 -4.934 -2.273 -0.494 -0.355 0.133 -0.25
C 4.576 -4.360 -2.465 1.130 -0.286 -0.528 -0.05
C 2.914 -6.178 -2.978 0.040 0.326 0.110 -0.04
C 1.811 -6.248 -3.736 0.591 -0.786 -0.384 -0.03
C 1.027 -5.110 -4.230 -0.068 0.205 0.237 -0.29
C 1.547 -3.857 -4.495 0.240 -0.428 0.228 0.00
C 0.704 -2.893 -4.959 -1.056 1.210 -0.801 -0.11
N -0.585 -3.124 -5.268 0.581 -0.906 0.659 0.09
C -0.975 -4.388 -4.994 -0.665 1.654 -0.574 -0.20
N -0.249 -5.352 -4.486 -0.670 -0.893 0.005 0.12
H 5.863 -2.713 -1.856 0.623 0.046 -0.296 0.09
H 4.191 -1.671 -0.444 -0.425 -0.808 -0.701 0.12
H 1.538 -4.745 -1.100 0.090 -0.005 -0.130 0.13
H 5.271 -4.844 -3.156 -0.045 0.179 0.188 0.12
H 3.579 -7.037 -2.828 -0.544 0.066 -0.064 0.11
H 1.464 -7.201 -4.173 0.363 0.451 0.411 0.12
H 2.577 -3.662 -4.354 0.767 0.293 0.225 0.10
H 1.047 -1.863 -5.124 -0.027 -0.455 0.055 0.12
H -2.032 -4.564 -5.225 0.407 -0.304 0.150 0.11
C -3.652 6.778 2.237 -0.122 -0.817 0.624 -0.05
C -3.999 5.779 3.341 0.409 0.426 0.777 -0.44
C -5.081 4.788 3.011 0.339 0.159 -0.483 -0.08
C -2.732 5.104 3.876 0.020 0.047 -1.042 -0.11
N -2.115 4.260 2.838 0.075 -0.123 -0.097 -0.10
C -2.454 3.013 2.397 0.418 1.484 0.713 -0.16
N -1.851 2.823 1.266 0.000 -1.354 -0.738 0.03
N -1.133 3.925 0.977 -0.490 -0.051 0.619 -0.02
N -1.300 4.790 1.904 0.163 0.484 0.517 0.02
H -4.448 6.848 1.512 -0.315 0.308 -0.149 0.08
H -2.774 6.397 1.737 0.268 0.477 -0.361 0.05
H -3.474 7.708 2.758 0.267 0.524 -0.526 0.08
H -4.274 6.365 4.223 -0.569 -0.036 0.004 0.13
H -4.818 4.246 2.080 -0.374 0.114 0.524 0.09
H -6.025 5.314 2.890 -0.123 -0.159 -0.164 0.08
H -5.149 4.122 3.858 -0.361 -0.600 0.055 0.07
H -2.941 4.521 4.753 -0.162 -0.634 0.296 0.12
H -2.062 5.889 4.202 0.594 -0.061 -0.286 0.12
H -3.083 2.367 2.987 -0.001 -0.224 -0.313 0.12
```
Positions in Å, forces in eV/Å.

LUMO level (spin up / spin down) in eV: 1.80 / 1.80
Orbital gap (spin up / spin down) in Eh: 0.2075 / 0.2074
Charge: -1
Calculated total energy in Eh: -4112.8801